Entry 1:
181
Properties=species:S:1:pos:R:3:forces:R:3 method="wB97M-V/def2-TZVPD" e_above_lowest_kj_mol=78.5 fmax_ev_per_a=2.07 e_tot_ev=-145888.072 homo_lumo_gap_ev=9.4 charge=+5
C -2.060 2.538 5.277 1.0 -0.1 0.0
H 3.156 -3.263 -4.933 0.2 0.1 -0.5
H 6.207 -2.198 1.236 0.5 0.2 0.2
H -1.214 4.350 -0.912 0.0 -0.1 -0.1
H -3.878 0.084 4.810 0.0 0.0 -0.2
H -0.681 -2.694 3.816 0.0 0.0 0.2
H 1.537 -2.788 -2.768 0.4 -0.3 0.3
H 3.726 0.752 -0.308 0.0 0.2 0.0
H 0.557 -0.233 -3.789 -0.1 0.2 -0.2
H 2.110 -1.217 -2.259 -0.3 0.0 -0.1
H 1.179 -3.282 1.917 0.2 0.0 0.1
H -5.677 -1.924 -5.016 -0.2 0.1 0.0
H -3.740 7.462 1.497 -0.1 0.0 -0.1
C 2.337 -2.478 -6.755 0.3 0.3 -0.7
C 1.034 -4.337 2.165 -0.4 0.9 -0.2
H -2.284 3.715 -4.199 -0.3 -0.5 0.0
H -7.244 -2.808 -3.257 0.1 0.0 0.2
H -3.045 -6.094 -0.740 0.2 0.1 -0.1
C 6.869 -0.007 2.701 -0.4 -0.1 0.6
H 4.496 -1.754 -2.698 -0.2 0.2 -0.2
H 2.052 1.223 -3.496 0.0 0.1 -0.2
C -5.678 -1.480 -4.018 0.0 -0.2 -0.3
H -3.970 0.382 2.336 -0.2 0.1 0.1
H -4.227 2.076 4.031 0.4 -0.1 0.3
F -2.227 -0.931 0.474 -0.4 0.1 0.2
H -3.341 7.823 -2.264 0.0 0.0 0.1
C -0.639 -5.749 5.157 0.1 0.3 0.3
C 2.887 -4.287 4.561 0.5 -0.5 0.5
H -2.228 -4.562 -0.220 0.1 -0.1 0.0
H 1.480 -1.914 -7.151 -0.1 -0.1 0.2
H -1.410 6.967 0.888 -0.2 0.2 0.2
H -1.920 0.106 2.945 -0.2 0.3 0.0
H 0.264 -4.678 1.477 0.1 -0.4 0.1
H -3.219 0.518 -3.476 0.2 -0.4 0.4
H 2.671 0.009 -5.645 -0.5 -0.2 0.0
H -2.086 6.979 -3.212 -0.1 0.1 -0.1
H -2.900 2.133 5.821 -0.2 0.3 0.0
H 3.720 1.439 -4.022 0.0 0.0 0.2
C 7.914 -1.050 4.774 0.5 0.1 -0.5
H 1.034 -3.781 5.471 0.1 0.1 0.0
C -0.433 9.183 -0.083 0.3 -1.1 0.1
H 1.470 -3.475 -5.028 -0.3 0.2 -0.2
H 6.823 -0.864 0.148 0.1 -0.3 -0.1
H 4.082 -3.376 -3.208 -0.1 0.0 -0.1
H 3.928 -0.816 -4.840 0.1 0.2 0.0
H -2.514 -0.187 5.905 -0.2 0.5 0.0
C 3.732 -2.530 -2.619 0.7 -0.5 0.4
H 4.464 0.044 3.476 0.1 -0.2 0.2
H -4.502 1.472 -0.347 0.0 0.1 0.2
C 4.425 -0.511 2.545 -0.4 -0.2 -1.1
H 4.373 -1.591 2.651 0.1 0.0 0.6
H 2.453 0.346 2.272 0.0 0.2 0.0
C 3.258 -0.026 1.642 0.5 -0.3 0.8
H -0.041 -5.566 6.052 0.1 -0.2 0.0
H -2.354 -2.142 -3.780 0.0 -0.1 0.1
H 2.873 -5.363 4.740 -0.3 0.0 -0.1
H 3.535 -2.255 -9.076 -0.2 0.1 0.1
C 7.333 -1.285 3.374 0.3 -0.6 0.5
H -5.480 -3.831 -3.148 0.1 -0.1 0.1
H -3.001 1.391 1.324 -0.1 0.3 -0.1
C 2.255 -2.761 -5.282 0.8 -0.5 0.9
C 1.498 -3.717 4.486 -0.4 -0.1 0.5
H -1.139 9.241 0.742 0.0 0.4 0.0
O -1.129 4.705 -2.946 -0.2 -0.1 -0.3
H 1.964 -4.884 2.062 -0.1 -0.2 0.0
C 2.335 -2.059 -2.907 -0.1 0.3 -0.3
H 6.081 1.347 0.338 0.0 -0.1 -0.1
H -2.060 9.208 -1.386 0.1 0.0 -0.5
H 1.495 -2.666 4.194 0.1 0.0 -0.1
H 5.427 1.812 1.934 0.3 0.2 -0.3
N 2.101 -1.595 -4.323 -1.6 1.1 -0.2
C -6.959 -1.758 -3.266 0.0 0.0 -0.1
H -4.298 -0.503 -2.039 0.5 0.0 0.0
H 2.789 -0.679 -8.704 -0.1 0.0 0.3
H 5.097 -1.423 0.192 0.2 0.3 -0.4
C 0.274 -5.852 3.955 0.3 0.1 0.2
C -3.513 -4.331 -2.569 -0.2 0.1 0.1
H 2.837 -0.896 1.140 0.0 0.3 -0.5
H -1.999 3.623 5.248 -0.5 0.0 0.0
H 3.292 0.409 -2.626 0.4 -0.2 -0.1
H -3.713 0.206 -5.104 0.1 0.2 0.0
H 6.499 0.655 3.487 0.1 0.2 -0.2
C -1.670 3.446 -3.348 1.0 0.3 0.5
H -1.383 -3.931 2.808 0.1 -0.1 -0.1
C -2.226 6.903 0.176 -0.5 -0.4 -0.9
H 1.225 -6.320 4.191 0.0 -0.1 -0.2
H 4.084 -4.445 6.398 -0.1 0.0 0.2
H -0.832 0.275 4.234 0.0 0.4 0.4
H -5.057 -1.795 -1.318 0.2 -1.1 0.0
H 3.801 -2.869 -1.581 -0.3 0.0 0.0
H 8.090 -1.804 2.784 -0.1 0.0 -0.1
H 3.399 2.019 0.865 0.1 0.1 0.0
H 6.521 -2.004 3.533 -0.2 0.2 -0.4
H -2.027 0.094 -4.708 0.1 -0.1 0.1
H -1.231 2.206 2.023 0.1 0.3 -0.2
H -3.740 -5.149 0.564 0.1 0.1 0.1
H -2.767 -1.302 4.709 -0.2 0.1 -0.6
O -4.002 -4.323 -1.250 0.0 0.0 -0.1
C 3.009 0.713 -3.632 -0.7 0.2 0.0
N -1.624 7.179 -1.176 0.5 0.5 -0.6
C 3.874 1.053 0.729 -0.2 -0.8 -0.6
H 0.362 8.517 0.267 0.2 0.2 -0.2
C 0.656 -1.127 -4.393 0.8 -0.5 0.3
H 0.422 4.376 -1.591 0.0 -0.1 -0.1
H -4.300 7.390 -0.157 0.0 0.1 -0.1
H -6.052 2.259 -0.128 -0.2 0.0 0.3
H -0.569 8.708 -2.230 0.0 -0.1 -0.1
N 0.529 -4.408 3.560 0.3 -0.4 -0.3
C -3.470 7.709 0.466 0.0 0.0 0.9
H -1.149 2.187 5.763 0.0 0.0 0.0
H 0.036 -1.887 -3.923 -0.1 -0.1 -0.3
H 2.370 -3.438 -7.286 -0.4 -0.1 0.2
C -3.023 -0.129 -4.327 -0.5 0.2 -0.7
H 8.804 -0.423 4.704 -0.1 0.1 0.2
H -3.233 -1.861 -1.635 -0.2 -0.3 0.2
H -5.519 -0.412 -4.131 0.0 0.0 0.1
C -5.364 1.557 0.336 0.3 -0.3 -0.8
H -5.826 0.565 0.384 -0.1 0.1 0.2
H -1.297 3.724 2.996 -0.1 0.0 -0.1
H 0.464 -0.994 -5.451 -0.4 0.2 0.1
C 3.676 -3.675 5.754 0.4 0.5 -1.1
C -3.432 2.251 3.306 -0.8 0.3 -0.3
H -2.184 2.940 -2.524 -0.4 0.3 -0.1
O -4.961 2.040 1.593 -0.1 0.3 -0.1
C -0.577 4.823 -1.677 -0.4 0.5 0.5
F -1.175 -0.803 -1.852 -0.9 -0.1 0.1
H -3.141 6.054 -2.146 0.0 0.0 0.0
C -3.219 -1.641 -4.198 -0.2 1.1 -0.1
H 0.577 2.950 4.380 -0.1 -0.2 0.1
H -1.190 -6.662 5.362 -0.1 0.0 -0.2
H 0.168 6.402 -0.446 0.0 0.0 0.0
C -2.632 7.004 -2.275 0.2 -0.4 0.0
C -3.187 -5.074 -0.371 -0.4 -0.1 0.1
H 7.198 -0.602 5.460 0.0 0.0 0.0
C -1.496 -4.494 4.906 -0.1 0.1 -0.3
H -2.513 -4.730 4.600 0.0 -0.1 0.2
H -3.512 3.320 3.106 0.2 0.0 -0.2
H 3.447 -4.171 3.632 -0.1 0.2 0.0
F -0.060 0.036 1.324 -0.1 0.0 0.3
C -3.804 1.436 2.070 0.5 -0.3 0.2
C 3.576 -1.381 -8.414 0.6 -0.5 -0.8
H 8.253 -2.009 5.161 -0.1 0.0 0.2
H -4.378 -3.883 -4.490 0.2 0.3 -0.1
C 5.351 1.106 1.103 -0.3 0.3 1.1
H 0.009 10.149 -0.304 -0.1 0.1 0.0
O 3.528 -1.790 -7.058 -0.2 0.3 0.5
N -4.427 -2.046 -3.381 0.8 -0.9 -0.1
H -3.511 -5.353 -2.965 0.2 0.0 0.0
H 4.523 -3.127 5.333 0.1 -0.1 0.2
H -3.364 8.791 0.454 0.1 0.0 -0.2
C -4.221 -1.594 -1.976 -0.7 1.9 -0.4
H -2.567 5.866 0.107 0.3 -0.1 0.1
C -4.470 -3.560 -3.454 -0.9 -0.2 0.3
H -3.401 -1.969 -5.220 0.0 -0.5 0.1
C -1.140 8.632 -1.311 -0.7 0.5 1.0
H -0.852 2.769 -3.624 -0.1 0.1 -0.3
H 0.715 1.418 3.491 -0.3 -0.2 -0.1
H -0.156 -6.329 3.077 -0.2 -0.1 0.1
C -2.838 -0.221 4.858 0.6 -0.6 1.3
H 7.637 0.506 2.128 0.1 -0.1 0.0
C 0.372 2.444 3.434 0.6 0.8 0.3
H -6.892 -1.356 -2.259 -0.3 -0.1 0.1
As -0.744 -0.387 -0.210 0.4 -0.7 -1.1
C -1.860 0.499 3.964 0.0 -0.6 -1.1
N -2.072 1.990 3.878 -0.7 -0.3 0.9
C -0.818 -3.770 3.727 -0.3 0.1 -0.1
N 5.688 -0.207 1.777 0.1 0.4 0.0
H -2.486 -3.937 -2.590 0.0 -0.1 -0.1
H -7.784 -1.265 -3.780 0.1 0.2 0.0
C 2.939 -0.387 -4.672 1.6 -0.7 0.1
C -0.403 6.315 -1.371 0.5 -0.4 0.3
C 6.013 -1.241 0.761 -1.2 -0.3 0.0
H 0.214 6.780 -2.137 -0.2 -0.1 -0.2
H 1.040 2.951 2.732 -0.2 -0.1 -0.2
C -1.056 2.665 2.994 0.2 -1.0 0.0
H 3.120 -2.925 6.315 -0.2 -0.3 0.2
H 4.552 -0.936 -8.593 -0.1 0.2 0.2
F -0.206 -2.032 -0.007 0.6 0.1 0.0
F 0.730 0.122 -0.994 0.5 0.2 0.6
F -1.449 1.179 -0.365 0.2 0.3 -0.1
H -1.547 -3.887 5.807 0.0 0.1 0.0

---

Entry 2:
10
Properties=species:S:1:pos:R:3:forces:R:3 method="wB97M-V/def2-TZVPD" e_above_lowest_kj_mol=378.2 fmax_ev_per_a=5.40 e_tot_ev=-16524.461 homo_lumo_gap_ev="8.4 / 8.4"
N -0.035 -1.139 -0.924 -1.8 2.7 2.3
O 0.421 -0.005 1.424 1.7 -2.3 1.7
C -0.109 1.046 0.784 -4.8 -2.0 1.5
H 0.469 1.852 1.045 1.0 2.5 0.0
C -0.476 0.790 -0.567 1.0 -3.7 -2.8
H -0.495 -1.368 -1.788 -0.3 0.4 -0.5
H -1.253 1.155 1.201 2.1 0.6 -0.5
H 0.888 -0.852 -1.108 1.6 0.0 -0.6
S -1.043 1.544 -1.795 -0.5 0.9 -0.7
H 0.135 -0.885 1.098 -0.1 0.8 -0.4

---

Entry 3:
105
Properties=species:S:1:pos:R:3:forces:R:3 method="wB97M-V/def2-TZVPD" spin_multiplicity=6 e_above_lowest_kj_mol=0.0 fmax_ev_per_a=0.72 e_tot_ev=-98113.880 s_squared=8.75 homo_lumo_gap_ev="5.8 / 5.9" charge=-1
H -0.799 -0.434 6.273 0.0 0.0 0.0
H -2.036 -0.629 4.641 0.0 0.0 0.0
H -0.760 -1.632 -6.231 0.0 0.0 0.0
H -5.437 0.686 -4.977 0.0 0.0 0.0
H 1.927 -1.917 -3.629 0.0 0.0 0.0
C 1.840 -1.429 4.315 0.0 0.0 0.0
H 6.063 -2.665 -1.235 0.0 0.0 0.0
H -5.962 -0.047 -2.693 0.0 0.0 0.0
H 5.360 3.814 3.792 0.0 0.0 0.0
H 1.439 -1.696 -1.087 0.0 0.0 0.1
C -4.807 0.712 2.261 0.0 0.0 0.0
H -4.710 -0.133 -1.447 0.0 0.0 0.0
C -4.527 -1.760 1.998 0.0 0.0 0.0
H 5.540 4.124 1.330 0.0 0.0 0.0
C -2.082 -0.098 1.313 0.0 0.0 0.0
H -4.631 0.866 1.196 0.0 0.0 0.0
H -2.742 0.870 -1.033 0.0 0.0 0.1
C -0.714 0.089 1.024 0.0 -0.1 -0.1
H 2.443 -1.584 5.214 0.0 0.0 0.0
H 4.271 3.546 0.230 0.0 0.0 0.0
C -2.556 -0.338 2.594 0.0 0.0 0.0
C 1.958 3.331 -1.273 0.0 0.0 0.0
C 0.171 -0.106 -2.491 0.1 0.0 0.1
H 1.301 1.355 -5.387 0.0 0.0 0.0
H -4.126 2.314 -1.941 0.0 0.0 0.0
H -3.681 2.791 -3.577 0.0 0.0 0.0
H 2.287 0.594 -4.131 0.0 0.0 0.0
H 0.692 -1.296 6.637 0.0 0.0 0.0
H 2.040 -2.311 -5.357 0.0 0.0 0.0
C 4.819 3.324 1.143 0.0 0.0 0.0
H -4.152 0.130 4.861 0.0 0.0 0.0
H 2.425 4.634 1.599 0.0 0.0 0.0
C -4.314 2.116 -2.997 0.0 0.0 0.0
H 3.706 5.345 2.606 0.0 0.0 0.0
H -4.717 -1.311 -2.759 0.0 0.0 0.0
H 4.044 2.847 4.483 0.0 0.0 0.0
H -4.474 1.610 2.785 0.0 0.0 0.0
H 1.912 -5.504 -0.650 0.0 0.0 0.0
H -5.536 -0.829 4.328 0.0 0.0 0.0
H 1.970 4.328 -1.751 0.0 0.0 0.0
C -2.538 0.346 -3.081 0.0 0.0 0.0
C -0.001 -0.846 -6.259 0.0 0.0 0.0
C 0.675 -0.482 4.647 0.0 0.0 0.0
C -2.063 0.480 -1.772 0.0 0.0 0.0
N 1.741 -2.466 -0.453 -0.2 0.3 0.0
C 4.114 -2.085 -0.757 0.0 0.0 -0.2
C -1.665 -0.428 3.653 0.0 0.0 0.0
C 1.763 0.418 -5.068 0.0 0.0 0.0
H 0.603 -2.788 -4.434 0.0 0.0 0.0
C 3.873 3.203 2.341 -0.1 0.0 0.1
H -4.221 -0.586 -5.139 0.0 0.0 0.0
C 3.043 4.484 2.485 0.0 0.0 0.0
S 4.291 -0.470 -0.336 -0.1 0.0 0.2
O 1.461 -0.235 -2.177 -0.1 -0.3 0.0
H -2.791 -0.096 0.508 0.0 0.0 -0.1
O 2.886 2.530 -1.572 0.1 0.0 0.1
C -0.045 -1.102 5.854 0.0 0.0 0.0
C -4.452 -0.723 4.250 0.0 0.0 0.0
H -3.794 1.096 -5.482 0.0 0.0 0.0
Mn 1.904 0.869 -0.475 -0.1 0.1 -0.7
C -0.281 -0.295 3.454 -0.1 0.0 0.0
C -1.654 -0.055 -4.065 0.0 0.0 0.0
H -0.525 -2.048 5.596 0.0 0.0 0.0
H 5.362 2.392 0.981 0.0 0.0 0.0
H 1.847 1.338 4.343 0.0 0.0 0.0
H 1.659 -4.885 -2.289 0.0 0.0 0.0
C -4.011 0.655 -3.359 0.0 0.0 0.0
N 3.007 -2.869 -0.862 0.1 0.0 0.0
C 1.219 0.879 5.104 0.0 0.0 0.0
H 2.957 -6.055 -1.971 0.0 0.0 0.0
H -5.362 2.354 -3.205 0.0 0.0 0.0
H 1.458 -2.401 3.993 0.0 0.0 0.0
C 0.689 -0.669 -4.904 0.0 0.0 0.0
C 4.695 2.964 3.616 0.0 0.0 0.0
H -5.604 -1.908 2.119 0.0 0.0 0.0
C 1.360 -2.008 -4.554 0.0 0.0 0.0
H -4.315 -1.658 0.933 0.0 0.0 0.0
N -0.127 0.256 -0.179 0.1 0.1 0.2
O 1.531 0.014 1.882 0.2 0.2 -0.1
H 0.746 -1.126 -7.006 0.0 0.0 0.0
H -0.477 0.079 -6.594 0.0 0.0 0.0
C -4.064 -0.525 2.783 0.0 0.0 0.0
H 1.114 -3.257 -0.526 0.0 0.0 0.0
H -3.996 -1.622 4.669 0.0 0.0 0.0
C 3.381 -4.105 -1.317 0.0 0.0 0.0
C -4.905 -0.264 -2.513 0.0 0.0 0.0
C 2.211 1.138 1.963 -0.1 -0.1 0.7
H 2.387 4.425 3.355 0.0 0.0 0.0
H -2.011 -0.180 -5.076 0.0 0.0 0.0
H 1.814 0.756 6.014 0.0 0.0 0.0
C 2.417 -5.201 -1.570 0.0 0.0 0.0
H 0.394 1.561 5.321 0.0 0.0 0.0
H -4.013 -2.655 2.356 0.0 0.0 0.0
C -4.381 0.448 -4.828 0.0 0.0 0.0
C -0.742 0.209 -1.429 -0.1 -0.1 0.0
N 4.666 -4.169 -1.487 0.0 0.0 0.0
C -0.293 -0.272 -3.798 -0.1 0.0 -0.1
H 2.488 0.118 -5.832 0.0 0.0 0.0
C 0.136 -0.003 2.168 0.0 0.0 0.1
C 2.953 2.065 2.159 0.0 -0.2 -0.4
O 1.043 3.060 -0.472 0.0 0.0 0.0
H -5.885 0.600 2.413 0.0 0.0 0.0
H 2.490 -1.048 3.533 0.0 0.0 0.0
N 5.097 -2.922 -1.144 0.0 0.0 0.0
H 5.300 2.062 3.516 0.0 0.0 0.0